DFT (ωB97M-V/def2-TZVPD) results for a molecular structure, C21H38GeN2O3PtSi2.

CARTESIAN COORDINATES (ANGSTROEM)
1 Pt -0.02637 0.25454 0.26924
2 Ge -0.34063 -2.04510 -2.65438
3 Si 0.38586 2.53622 -0.09767
4 Si 2.23479 -0.16909 0.69993
5 O -3.44825 -0.07157 2.75955
6 O -0.17024 -0.32458 3.43700
7 O -3.29998 1.13381 -1.63127
8 N -2.90666 0.49306 0.56965
9 N -1.00387 -2.42728 2.92603
10 C -0.49666 -1.44732 3.72980
11 C -0.07282 3.30824 -1.78056
12 C 2.31180 2.60916 -0.16279
13 C 0.00121 3.96062 1.10725
14 C -1.01781 -3.57837 -1.60975
15 C -3.61376 1.06340 -0.44752
16 C 2.98915 -0.38963 2.44310
17 C -1.43134 -2.24114 1.54249
18 C -1.44100 -3.66092 3.52268
19 C -0.23119 -0.32566 -1.83091
20 C -3.65320 0.53131 1.71201
21 C 1.36728 -2.70825 -3.39164
22 C 3.08776 1.47768 0.16315
23 C 3.21817 -1.48128 -0.27498
24 C 4.35540 3.87238 -0.61544
25 C 4.48658 1.58130 0.09694
26 C 2.96856 3.78703 -0.55114
27 C -1.58258 -2.02536 -4.19647
28 C -4.89073 1.42710 1.54553
29 C 5.12328 2.75842 -0.28374
30 C -4.95634 1.63680 0.04215
31 H 2.92254 -2.48956 0.04648
32 H 2.37932 4.66369 -0.82012
33 H 0.55599 0.22791 -2.34912
34 H -5.75943 0.93967 1.98606
35 H -1.96133 -3.31576 -1.11916
36 H -1.05499 -3.74522 4.54023
37 H -1.07855 4.15182 1.16118
38 H 0.57862 2.91034 -2.56836
39 H -5.03778 2.67565 -0.27908
40 H 3.02318 -1.40330 -1.35274
41 H -0.35879 -1.82930 4.76232
42 H -1.04094 -1.31389 1.10036
43 H 5.10035 0.71758 0.35055
44 H 4.08407 -0.28147 2.40858
45 H -1.10869 3.06938 -2.05482
46 H -2.57916 -1.74147 -3.84169
47 H 1.86302 -1.92546 -3.97580
48 H 4.30082 -1.37718 -0.10864
49 H 2.58448 0.36594 3.12839
50 H 0.49729 4.88242 0.77195
51 H -1.19835 -4.42764 -2.27873
52 H -4.70701 2.35263 2.09695
53 H -2.53549 -3.71939 3.55670
54 H -0.30245 -3.88484 -0.84121
55 H -1.26518 -1.28273 -4.93628
56 H 6.20679 2.80903 -0.32185
57 H -1.07851 -4.51117 2.94101
58 H 2.75486 -1.37813 2.86255
59 H 0.03641 4.40183 -1.75956
60 H -1.64299 -3.00799 -4.67958
61 H 0.35102 3.72462 2.11988
62 H 2.04410 -3.01044 -2.58764
63 H -1.07422 -3.08336 0.94925
64 H 4.83486 4.79677 -0.91960
65 H -1.18706 0.17288 -2.03388
66 H -2.52134 -2.17001 1.48422
67 H 1.18679 -3.56976 -4.04395
68 H -5.75865 1.07043 -0.43306

Its HOMO-LUMO gap (spin up / spin down) is 3.8 / 7.1 eV. The spin multiplicity is 3. The charge is -2.



DFT (ωB97M-V/def2-TZVPD) results for a molecular structure, C28H24N8O2S4Se2SrTe2.

CARTESIAN COORDINATES (ANGSTROEM)
1 Te 2.03068 -3.24101 -2.75946
2 Te -0.59750 -3.03475 -3.32554
3 Sr 0.03343 0.03742 0.06428
4 Se -1.63597 -2.28127 -1.18341
5 Se 2.55444 -0.97021 -1.84836
6 S 1.74039 -3.06593 1.05567
7 S 0.27934 8.33899 0.27616
8 S -0.03890 -0.10252 8.30661
9 S -2.01852 1.61588 -2.13151
10 O 1.29044 -1.67605 1.40050
11 O -2.74788 1.07261 -0.94344
12 N -1.00447 -0.82806 7.23599
13 N -1.16858 -0.64894 2.39185
14 N 0.90671 0.73295 7.30034
15 N 1.23148 2.44897 -0.77831
16 N -0.73641 7.29713 0.97414
17 N -0.98771 2.45531 0.79773
18 N 1.04416 0.96588 2.45777
19 N 1.24887 7.30323 -0.49244
20 C -2.76115 -2.07816 3.46166
21 C -0.59842 -0.44793 6.03744
22 C 3.52115 -3.05088 1.14332
23 C -2.92242 3.08386 -2.62258
24 C -2.13288 4.78585 1.77953
25 C -2.08686 2.42404 1.53491
26 C -1.18428 -0.85697 4.77094
27 C -2.69354 3.56356 2.06124
28 C 2.26706 2.44436 -1.60736
29 C 0.50035 0.45111 6.07522
30 C 2.90558 3.60716 -2.05028
31 C -2.43420 0.61552 -3.54992
32 C 1.46056 -3.99738 2.56053
33 C 1.34986 4.84610 -0.74259
34 C 2.09659 1.76722 2.46785
35 C -0.99059 4.83788 0.98194
36 C -0.43677 3.64441 0.51024
37 C -2.18726 -1.49371 2.33071
38 C 0.52318 0.56529 3.62867
39 C -2.25810 -1.74643 4.69455
40 C 2.44907 4.81903 -1.60426
41 C -0.64903 -0.33719 3.59181
42 C 0.75594 3.64360 -0.35950
43 C 2.70027 2.23116 3.63596
44 C 2.18545 1.81737 4.84009
45 C -0.35235 6.08782 0.60565
46 C 1.08435 0.96278 4.84585
47 C 0.78847 6.09047 -0.23970
48 H 1.92030 -3.46762 3.39644
49 H -3.51737 0.50540 -3.59569
50 H -2.56067 -1.73024 1.33953
51 H 1.87833 -4.99712 2.44868
52 H -3.96290 2.80634 -2.78846
53 H 0.38156 -4.05896 2.69386
54 H 2.90605 5.75315 -1.90528
55 H 2.60620 1.47122 -1.95010
56 H 3.74265 3.52859 -2.72950
57 H 3.55804 2.88690 3.58214
58 H 3.84885 -2.43949 0.30277
59 H -2.47460 3.50014 -3.52509
60 H 3.89001 -4.07163 1.04364
61 H -1.95695 -0.35493 -3.41192
62 H 2.61409 2.12901 5.78404
63 H -2.51486 1.44332 1.69813
64 H -3.58794 3.47474 2.66136
65 H -2.66700 -2.15604 5.60939
66 H -2.03926 1.10758 -4.43992
67 H 2.49517 2.04439 1.49808
68 H -3.58375 -2.77026 3.35050
69 H -2.84817 3.79849 -1.80320
70 H -2.55816 5.71044 2.14887
71 H 3.81854 -2.60828 2.09586

Its HOMO-LUMO gap is 4.5 eV. The spin multiplicity is 1. As for the energy above the lowest of the compared OMol25 structures with the same formula, charge and spin: 0.00 kcal per mole.



DFT (ωB97M-V/def2-TZVPD) results for a molecular structure, C15H23N4PPb in a non-equilibrium geometry.

CARTESIAN COORDINATES (ANGSTROEM)
1 Pb -0.00109 -0.19162 1.46525
2 P 2.03301 -0.81782 0.47105
3 N 0.32171 1.61428 2.30395
4 N -0.67619 1.72248 4.63105
5 N 0.47691 1.07278 6.80465
6 N -2.68819 -1.20882 -1.48675
7 C -2.45839 -0.38002 -0.30545
8 C -0.02209 1.36018 5.80055
9 C -0.79999 2.56578 -1.86975
10 C 3.39911 -1.65932 1.38205
11 C -2.43039 1.12648 -0.61745
12 C 0.48031 3.02698 -2.19535
13 C 1.58381 2.52208 -1.50045
14 C -1.52279 -1.32832 -2.35075
15 C -0.05789 1.70348 3.39495
16 C 2.59361 0.93478 0.19845
17 C 2.09401 -1.56262 -1.21455
18 C -3.23579 -2.50892 -1.13205
19 C 1.39561 1.60178 -0.45475
20 C -1.01939 1.64528 -0.82455
21 C 0.08921 1.18088 -0.06315
22 H -1.19189 -0.33162 -2.68595
23 H 1.75541 -2.61112 -1.16565
24 H 3.50391 -1.19562 2.37715
25 H 3.11131 -1.52142 -1.64225
26 H -1.66439 2.91718 -2.44615
27 H -2.53719 -3.13592 -0.52285
28 H 0.61871 3.74828 -3.00795
29 H -1.52689 -0.67242 0.24305
30 H 2.81221 1.35118 1.20035
31 H 0.18441 -1.13002 2.99875
32 H 2.59991 2.82818 -1.77645
33 H -4.16359 -2.37112 -0.54965
34 H 4.35601 -1.57552 0.83715
35 H 3.15221 -2.72622 1.51625
36 H -2.91719 1.64418 0.22215
37 H -1.78579 -1.91672 -3.24725
38 H -3.02009 1.34418 -1.52495
39 H 1.39851 -0.99612 -1.85545
40 H -3.48129 -3.07372 -2.04905
41 H -0.65509 -1.83002 -1.85275
42 H -3.30629 -0.55792 0.38605
43 H 3.50761 1.01058 -0.41825
44 H -0.30579 -1.61792 2.52675

Its HOMO-LUMO gap (spin up / spin down) is 5.2 / 5.5 eV. The spin multiplicity is 1. The charge is +2.



DFT (ωB97M-V/def2-TZVPD) results for 2 unconnected molecules or ions with the total composition C14H16 in a non-equilibrium geometry.

CARTESIAN COORDINATES (ANGSTROEM)
1 C -1.14671 -1.33567 -2.02510
2 C -2.83522 -2.00162 0.08949
3 C -2.16816 -3.00601 -0.61329
4 C -1.84925 -0.34422 -1.34718
5 C 1.84671 -0.57265 2.71345
6 C -1.81626 1.10523 -1.75997
7 C 2.48391 1.79560 1.98352
8 C 1.54201 1.31025 -0.54105
9 C -2.84970 -0.71931 -0.45462
10 C 2.63377 2.73164 0.97292
11 C 1.33744 0.37442 0.46726
12 C 1.84955 0.57627 1.74846
13 C -1.34193 -2.66828 -1.66371
14 C 2.17625 2.50777 -0.32470
15 H -2.83307 1.46042 -1.84167
16 H -2.31885 -4.02752 -0.30199
17 H 2.47967 3.15197 -1.11672
18 H -0.44585 -1.09415 -2.81106
19 H -3.59167 -0.02802 -0.07285
20 H -3.29698 -2.19493 1.04591
21 H 3.18844 3.61811 1.26314
22 H 1.80110 -0.23111 3.74046
23 H -0.85760 -3.42660 -2.26874
24 H 1.31027 0.87019 -1.50807
25 H -1.21065 1.74240 -1.11023
26 H -1.27643 1.30400 -2.69260
27 H 2.58931 -1.34078 2.52253
28 H 2.82640 2.10033 2.96605
29 H 0.91353 -0.60295 0.27166
30 H 0.85994 -1.05481 2.66869

Its HOMO-LUMO gap is 9.9 eV. The spin multiplicity is 1. As for the energy above the lowest of the compared OMol25 structures with the same formula, charge and spin: 19.79 kcal per mole. The SMILES is Cc1ccccc1.Cc1ccccc1.



DFT (ωB97M-V/def2-TZVPD) results for 2 unconnected molecules or ions with the total composition C3H8OS2 in a non-equilibrium geometry.

CARTESIAN COORDINATES (ANGSTROEM)
1 S 2.98166 -1.62852 -0.34473
2 S 2.66514 0.41027 0.58864
3 O 3.94401 1.07333 0.74507
4 C -3.55168 -0.47233 1.12487
5 C 1.82155 1.01750 -0.92012
6 C -2.49670 -0.48943 0.27595
7 H -2.45427 0.23660 -0.53456
8 H -3.67559 -1.11652 2.07778
9 H 2.38486 0.84317 -1.82181
10 H 1.82734 2.01722 -0.88780
11 H 1.73263 -1.55024 -0.89705
12 H -4.45280 0.11341 1.08540
13 H 0.87011 0.63255 -0.95298
14 H -1.59627 -1.08703 0.46135

Its HOMO-LUMO gap is 9.3 eV. The spin multiplicity is 1. As for the energy above the lowest of the compared OMol25 structures with the same formula, charge and spin: 58.74 kcal per mole.



DFT (ωB97M-V/def2-TZVPD) results for 2 unconnected molecules or ions with the total composition C3H9BS in a non-equilibrium geometry.

CARTESIAN COORDINATES (ANGSTROEM)
1 S 0.30772 -1.74183 -1.14298
2 C 0.73584 -2.26044 0.52725
3 C -1.77854 0.85736 -0.05514
4 C 1.02374 1.53117 -0.31286
5 B -0.25813 0.77383 -0.18340
6 H 1.79908 1.01439 0.19382
7 H 0.40167 -1.45747 1.23908
8 H -2.19010 0.21826 0.64435
9 H 1.29278 2.56479 -0.00570
10 H 1.83585 -2.27661 0.70719
11 H -2.18864 1.82446 0.16145
12 H -2.38868 0.59746 -1.02441
13 H 0.29803 -3.21070 0.72282
14 H 1.10939 1.56533 -1.47147

Its HOMO-LUMO gap is 7.4 eV. The spin multiplicity is 1. As for the energy above the lowest of the compared OMol25 structures with the same formula, charge and spin: 66.16 kcal per mole.



DFT (ωB97M-V/def2-TZVPD) results for C6H10O in the gas phase.

CARTESIAN COORDINATES (ANGSTROEM)
1 O 0.06786 1.73753 1.45706
2 C -0.74847 -0.89895 0.33381
3 C -0.22230 0.02204 -0.46393
4 C 1.01111 1.66058 0.70971
5 C 1.17971 0.53095 -0.29643
6 C -0.07186 -1.97472 1.10977
7 C -1.07879 0.76636 -1.45019
8 H -1.82646 -0.99235 0.30748
9 H -0.32013 -2.90304 0.58006
10 H -0.73814 0.46246 -2.44435
11 H 1.79639 2.43010 0.74181
12 H -0.99812 1.85762 -1.39123
13 H -0.47112 -2.07472 2.12304
14 H 1.01677 -1.87630 1.13649
15 H 1.87438 -0.19217 0.16008
16 H -2.14187 0.51089 -1.38166
17 H 1.66170 0.90687 -1.21215

Its HOMO-LUMO gap is 9.8 eV. The spin multiplicity is 1. As for the energy above the lowest of the compared OMol25 structures with the same formula, charge and spin: 17.42 kcal per mole. The SMILES is C/C=C(/C)CC=O.